{"formula": "C45H43N6O7RhS4", "method": "the ωB97M-V functional and the def2-TZVPD basis", "symbols": ["H", "C", "H", "S", "H", "C", "C", "C", "H", "C", "C", "H", "C", "C", "H", "H", "C", "O", "H", "C", "C", "O", "C", "C", "C", "H", "C", "C", "H", "C", "C", "H", "C", "S", "H", "Rh", "H", "C", "C", "H", "C", "N", "H", "H", "H", "H", "H", "H", "C", "H", "H", "H", "H", "H", "S", "C", "H", "H", "H", "H", "C", "C", "C", "H", "C", "H", "C", "C", "H", "C", "C", "H", "N", "H", "O", "C", "C", "S", "C", "N", "H", "H", "C", "C", "O", "C", "C", "H", "H", "H", "C", "H", "C", "C", "O", "H", "C", "N", "N", "O", "C", "H", "N", "H", "C", "O"], "xyz": [[3.624, -2.571, -1.194], [-1.605, 5.845, 3.050], [-1.223, -4.863, -1.935], [-0.025, 1.159, 3.330], [0.260, 5.897, -1.058], [-0.968, 1.418, -3.893], [2.646, -1.020, 1.695], [0.073, -1.869, -3.892], [-1.914, 7.879, 3.664], [-3.141, 2.439, -0.066], [-1.575, 4.956, 1.987], [-5.055, -5.785, -3.592], [1.832, -2.989, -5.113], [3.609, -2.124, 4.071], [2.887, -3.189, -5.261], [2.135, -5.009, 0.038], [2.860, -2.894, -1.905], [1.887, -0.440, -2.134], [1.426, 1.742, 5.067], [1.885, -1.912, 2.432], [-1.891, 7.186, 2.833], [-1.169, 1.978, 3.643], [-1.906, 4.406, -0.458], [-0.707, 5.926, -4.302], [-4.446, -5.282, -2.853], [0.964, -2.422, -1.056], [-2.024, 1.265, -4.783], [4.390, -1.234, 3.344], [3.293, -3.676, -2.532], [-0.463, -3.243, -5.788], [-2.280, 4.712, -2.946], [2.296, 1.496, 3.527], [-3.489, -1.419, 0.611], [2.615, -1.434, -2.969], [-0.213, -1.219, -3.079], [-1.065, 0.372, 0.523], [0.795, -4.577, 1.976], [1.842, -3.963, 0.165], [-1.826, 5.403, 0.693], [-2.588, -6.053, -3.608], [-1.874, 5.191, -4.186], [-4.506, -2.273, 0.962], [-1.416, 5.480, 4.051], [-6.126, -4.342, -1.906], [-1.962, 1.688, -5.778], [-1.378, 3.908, 2.190], [-1.199, -3.667, -6.459], [-1.916, -2.196, -4.598], [0.886, -3.533, -5.969], [-0.081, 1.964, -4.185], [-0.193, 0.968, -1.956], [-4.140, -0.501, -2.798], [5.372, -0.962, 3.706], [3.978, -2.543, 4.997], [-2.787, -0.622, 1.940], [-2.123, 6.745, 0.481], [-4.059, 4.256, -0.311], [1.365, 3.000, 3.796], [-2.384, 8.676, 1.370], [2.252, -0.594, 0.783], [-4.278, -3.821, -0.949], [0.060, 6.180, -3.172], [-1.524, 4.978, -1.813], [4.516, 0.015, 1.603], [-3.250, 0.018, -3.121], [-2.475, 4.978, -5.062], [1.409, -2.169, -4.075], [-3.158, 0.565, -4.390], [-2.319, 7.101, -0.523], [-2.301, -4.775, -1.910], [2.343, -2.463, 3.618], [-2.285, -3.450, -0.218], [-3.230, -1.173, -0.670], [-0.285, -4.243, 0.626], [-4.075, 1.697, 0.110], [0.647, -3.926, 1.109], [-3.067, -5.437, -2.859], [0.246, -2.333, 1.868], [1.578, -3.313, -1.194], [-1.781, 2.107, 0.094], [1.714, -3.126, 4.200], [0.980, 6.745, -3.255], [-5.051, -4.474, -1.907], [-2.894, -3.971, -0.950], [0.214, 3.196, -0.265], [-0.987, 3.195, -0.193], [-0.345, 5.708, -1.935], [-5.856, -3.489, 0.300], [1.021, -4.004, -1.828], [-3.179, 4.117, -2.866], [1.419, 1.934, 3.996], [1.200, -4.174, -6.781], [-2.186, 0.175, -2.228], [-0.868, -2.413, -4.753], [-0.060, -0.204, 3.822], [2.688, -3.473, 0.655], [-2.153, 7.633, 1.546], [-3.203, 3.748, -0.463], [-4.965, -3.094, 0.038], [0.282, 1.182, 1.846], [3.909, -0.684, 2.164], [-0.390, 6.298, -5.268], [-2.245, -0.328, -0.925], [-3.988, 0.451, -5.077], [-1.042, 0.878, -2.623], [0.015, -1.417, 0.672]], "forces_ev_per_angstrom": [[-0.009, 0.039, 0.006], [-0.021, -0.003, 0.006], [0.040, -0.043, 0.040], [0.040, 0.040, -0.116], [0.001, -0.003, 0.005], [-0.048, 0.074, -0.010], [0.017, -0.051, 0.057], [0.031, -0.114, 0.110], [-0.002, 0.005, 0.007], [0.000, 0.057, 0.012], [-0.016, -0.037, -0.003], [0.003, -0.009, -0.007], [-0.007, 0.025, -0.015], [0.001, -0.017, -0.017], [0.010, -0.014, -0.001], [-0.005, 0.000, -0.015], [-0.026, -0.035, -0.003], [-0.010, -0.005, 0.071], [-0.033, 0.029, 0.012], [0.002, 0.076, 0.061], [0.005, 0.014, -0.014], [-0.013, 0.040, 0.059], [-0.005, 0.024, 0.026], [-0.008, -0.014, -0.006], [-0.006, 0.008, -0.006], [0.035, -0.026, -0.002], [0.039, 0.000, -0.008], [-0.002, -0.010, 0.004], [0.016, -0.008, -0.014], [0.014, -0.046, -0.011], [-0.005, 0.003, 0.007], [0.005, -0.044, 0.006], [-0.055, 0.331, -0.049], [0.039, -0.089, 0.000], [0.042, -0.097, -0.045], [0.188, 0.382, 0.200], [0.026, -0.011, -0.015], [0.055, -0.001, 0.041], [-0.047, 0.079, -0.031], [-0.001, -0.024, -0.003], [0.005, 0.013, -0.010], [0.106, -0.005, 0.066], [0.010, -0.007, 0.008], [-0.011, 0.004, 0.010], [-0.006, 0.016, 0.002], [0.019, 0.003, 0.000], [0.003, 0.003, -0.008], [-0.025, 0.038, -0.026], [0.003, 0.015, 0.016], [0.023, -0.008, 0.000], [0.023, 0.034, 0.008], [0.019, -0.019, 0.011], [0.009, 0.003, 0.000], [0.001, 0.006, 0.004], [0.000, -0.064, -0.022], [0.052, -0.019, 0.005], [0.009, 0.005, 0.003], [0.004, 0.013, -0.050], [0.000, 0.007, -0.006], [-0.029, 0.066, -0.066], [0.093, -0.087, 0.003], [0.000, 0.000, 0.001], [-0.011, 0.009, -0.016], [-0.002, 0.008, -0.005], [-0.019, 0.038, -0.029], [0.002, 0.001, -0.010], [0.060, -0.020, -0.032], [-0.019, -0.019, -0.001], [-0.009, 0.005, -0.010], [0.004, 0.117, -0.037], [-0.033, 0.016, 0.001], [-0.121, -0.156, -0.109], [-0.053, 0.104, -0.004], [0.093, 0.032, 0.017], [-0.025, -0.029, 0.007], [-0.091, -0.114, -0.033], [0.017, 0.047, -0.065], [0.133, 0.049, 0.048], [0.036, 0.068, -0.053], [-0.166, -0.016, -0.013], [-0.027, 0.009, -0.001], [0.008, 0.004, -0.002], [0.027, -0.057, 0.008], [0.118, 0.032, 0.048], [-0.047, 0.017, 0.000], [0.179, 0.009, 0.023], [0.020, 0.010, -0.015], [-0.005, 0.056, -0.015], [-0.087, 0.022, -0.053], [-0.009, -0.002, 0.010], [-0.006, -0.014, 0.022], [-0.001, -0.005, -0.016], [-0.036, -0.010, 0.029], [-0.044, -0.101, 0.022], [-0.002, -0.015, 0.004], [-0.026, -0.038, -0.017], [-0.003, 0.000, 0.039], [-0.013, -0.037, -0.033], [-0.194, -0.116, -0.038], [-0.059, -0.092, 0.136], [0.012, 0.006, -0.031], [0.001, 0.005, -0.013], [0.010, -0.308, 0.161], [-0.001, -0.001, -0.003], [-0.116, 0.140, 0.016], [-0.084, -0.192, -0.228]], "charge": 0, "de_lowest_kcal_mol": 0.0, "homo_lumo_gap_ev": [7.28, 6.29], "multiplicity": 5, "e_homo_ha": [-0.25608, -0.30537], "e_tot_ev": -116983.1186, "lumo_ev": [0.31, -2.02]}